Arrangement A

9
Properties=species:S:1:pos:R:3:mulliken_charge:R:1 method="wB97M-V/def2-TZVPD" smiles="N=C(N)N" gap_ev=9.56
N 1.06 -1.05 -0.50 -0.693
C 0.21 -0.16 -0.13 0.621
N -0.79 -0.31 0.81 -0.397
N 0.29 1.10 -0.68 -0.426
H 0.88 -1.93 -0.03 0.181
H -0.89 -1.17 1.32 0.166
H -1.44 0.42 1.03 0.167
H -0.31 1.86 -0.43 0.158
H 0.99 1.24 -1.39 0.221

Arrangement B

9
Properties=species:S:1:pos:R:3:mulliken_charge:R:1 method="wB97M-V/def2-TZVPD" smiles="N=C(N)N" gap_ev=9.50
N -0.01 1.47 0.23 -0.663
C 0.01 0.23 0.07 0.482
N 0.05 -0.69 1.15 -0.605
N 0.19 -0.41 -1.19 -0.601
H -0.87 1.23 -0.51 0.237
H -0.81 -1.20 1.27 0.250
H 0.10 -0.09 1.97 0.344
H 1.05 -0.95 -1.21 0.258
H 0.28 0.41 -1.78 0.298

Energy above the most stable structure, in eV: arrangement A 0.000; arrangement B 2.471